(i)
The molecule C3H2N2S. Source: OMol25; level of theory: ωB97M-V/def2-TZVPD.

Summary:
- Kohn-Sham gap (spin up / spin down) (hartree) = 0.3063 / 0.2267

XYZ file:
```
8
Properties=species:S:1:pos:R:3:lowdin_charge:R:1
C -0.382 0.061 -1.175 -0.275
C -0.573 1.055 -0.333 0.166
C 0.607 -0.775 0.508 -0.758
N 0.146 -1.061 -0.645 0.049
N 0.803 0.120 1.418 -0.234
S 0.551 -1.362 2.225 0.855
H -0.515 -0.019 -2.277 0.122
H -0.637 1.981 0.279 0.075
```



(ii)
A cluster of 2 separate species, C3H2N2S in total. Source: OMol25; level of theory: ωB97M-V/def2-TZVPD.

Summary:
- Kohn-Sham gap (hartree) = 0.2829

XYZ file:
```
8
Properties=species:S:1:pos:R:3:lowdin_charge:R:1
C 0.137 -0.354 -1.694 -0.434
C 1.087 -0.815 1.956 -0.064
C -0.926 0.207 -1.046 -0.509
N 0.919 -1.052 -2.191 0.150
N 0.416 0.102 1.897 0.067
S -1.082 1.815 -0.794 0.835
H 1.714 -1.664 2.000 0.051
H -2.265 1.760 -0.128 -0.097
```



(iii)
The molecule C3H2N2S. Source: OMol25; level of theory: ωB97M-V/def2-TZVPD.

Summary:
- Kohn-Sham gap (hartree) = 0.2605
- SMILES string = S=C1C=NN=C1

XYZ file:
```
8
Properties=species:S:1:pos:R:3:lowdin_charge:R:1
S 1.210 1.884 -0.646 0.830
C 0.382 0.603 -0.214 -0.801
C 0.246 -0.714 -0.890 -0.145
N -0.487 -1.497 -0.119 0.028
N -0.745 -0.818 1.059 0.003
C -0.504 0.432 0.977 -0.168
H 0.652 -1.157 -1.839 0.127
H -0.753 1.268 1.671 0.125
```



Sorted by energy, starting with the most stable: (iii), (ii), (i).



(i)
A cluster of 2 separate species, C3H5O4S in total. Source: OMol25; level of theory: ωB97M-V/def2-TZVPD.

Summary:
- net charge = -1
- Kohn-Sham gap (hartree) = 0.3258

XYZ file:
```
13
Properties=species:S:1:pos:R:3:lowdin_charge:R:1
C -1.109 -0.355 -1.212 -0.011
C -0.365 0.207 -0.264 -0.175
C -0.293 -0.613 1.010 -0.320
O 2.436 1.409 -0.074 -0.410
O 3.949 -0.658 0.271 -0.537
O -1.029 -1.578 1.244 -0.037
O 1.571 -1.223 0.030 -0.535
S 2.742 -0.360 -0.524 0.775
H -1.108 0.110 -2.303 0.091
H -1.582 -1.272 -0.917 0.044
H 0.288 1.008 -0.291 0.033
H 0.444 -0.395 1.728 0.087
H 2.679 1.694 0.805 -0.004
```



(ii)
A cluster of 2 separate species, C3H5O4S in total. Source: OMol25; level of theory: ωB97M-V/def2-TZVPD.

Summary:
- net charge = -1
- Kohn-Sham gap (hartree) = 0.3038

XYZ file:
```
13
Properties=species:S:1:pos:R:3:lowdin_charge:R:1
C 0.479 0.099 1.360 0.018
C -0.001 0.478 0.200 -0.150
C -0.216 -0.514 -0.908 -0.372
O -2.541 -0.552 1.289 -0.352
O -3.970 1.241 0.249 -0.499
O -0.216 -1.759 -0.885 -0.050
O -2.100 0.334 -1.040 -0.531
S -3.320 0.017 -0.139 0.685
H 0.696 0.657 2.182 0.022
H 0.699 -0.902 1.606 0.055
H -0.063 1.453 -0.134 0.080
H -0.108 -0.096 -1.919 0.106
H -1.784 -0.984 0.841 -0.011
```



Sorted by energy, starting with the most stable: (ii), (i).



(i)
The molecule C14H18N4O3S2. Source: OMol25; level of theory: ωB97M-V/def2-TZVPD.

Summary:
- Kohn-Sham gap (hartree) = 0.3386
- SMILES string = Cc1ccccc1NS(=O)(=O)c1nnc(NC(=O)CC(C)C)s1

XYZ file:
```
41
Properties=species:S:1:pos:R:3:lowdin_charge:R:1
C 0.258 0.233 3.083 -0.040
C 1.144 -0.741 3.793 -0.211
C 1.637 -0.457 5.060 -0.040
C 2.432 -1.355 5.748 -0.086
C 2.744 -2.575 5.173 -0.087
C 2.277 -2.873 3.907 -0.023
C 1.487 -1.963 3.213 -0.258
N 1.013 -2.295 1.927 -0.045
S 1.472 -1.437 0.582 0.600
O 1.890 -2.379 -0.413 -0.281
O 2.336 -0.349 0.914 -0.269
C -0.059 -0.755 -0.029 -0.666
N -1.235 -1.117 0.343 -0.029
N -2.211 -0.515 -0.321 0.015
C -1.771 0.311 -1.219 -0.554
N -2.584 1.040 -2.033 0.111
C -2.069 1.898 -2.986 -0.453
O -0.875 2.022 -3.102 0.002
C -3.146 2.592 -3.782 -0.087
C -2.641 3.491 -4.922 -0.417
C -1.856 2.684 -5.953 -0.070
C -1.806 4.650 -4.385 -0.070
S -0.025 0.416 -1.311 1.171
H -0.571 -0.291 2.611 0.069
H -0.131 0.970 3.781 0.083
H 0.823 0.750 2.309 0.072
H 1.383 0.489 5.517 0.111
H 2.800 -1.109 6.732 0.101
H 3.355 -3.290 5.703 0.102
H 2.520 -3.819 3.445 0.113
H 1.055 -3.281 1.717 0.119
H -3.579 0.912 -1.911 0.161
H -3.806 1.823 -4.192 0.129
H -3.735 3.192 -3.082 0.131
H -3.531 3.905 -5.412 0.133
H -2.458 1.864 -6.341 0.079
H -0.955 2.276 -5.506 0.075
H -1.569 3.321 -6.785 0.079
H -0.904 4.276 -3.909 0.074
H -2.372 5.230 -3.659 0.079
H -1.517 5.310 -5.199 0.079
```



(ii)
The molecule C14H18N4O3S2. Source: OMol25; level of theory: ωB97M-V/def2-TZVPD.

Summary:
- Kohn-Sham gap (hartree) = 0.3540
- SMILES string = CCN(CC)S(=O)(=O)c1cccc(C(=O)Nc2nnc(C)s2)c1

XYZ file:
```
41
Properties=species:S:1:pos:R:3:lowdin_charge:R:1
C 4.479 0.420 -2.030 -0.069
C 4.021 0.892 -0.652 -0.247
N 3.172 -0.083 -0.005 -0.275
C 3.765 -1.198 0.700 -0.250
C 4.459 -0.814 2.004 -0.071
S 1.675 0.363 0.546 0.681
O 1.329 1.630 -0.040 -0.285
O 1.566 0.257 1.975 -0.276
C 0.600 -0.884 -0.169 -0.245
C 0.900 -1.531 -1.353 -0.041
C -0.025 -2.408 -1.896 -0.042
C -1.262 -2.581 -1.295 0.003
C -1.572 -1.892 -0.130 -0.143
C -2.936 -1.947 0.475 -0.424
O -3.514 -2.942 0.833 0.109
N -3.482 -0.691 0.638 0.108
C -2.956 0.441 0.061 -0.645
N -2.599 0.515 -1.173 0.038
N -1.988 1.645 -1.488 0.016
C -1.850 2.472 -0.519 -0.641
C -1.124 3.752 -0.598 -0.082
S -2.550 1.889 0.988 1.081
C -0.612 -1.073 0.456 -0.024
H 5.056 -0.499 -1.955 0.067
H 5.104 1.183 -2.486 0.075
H 3.621 0.245 -2.673 0.071
H 4.891 1.124 -0.027 0.117
H 3.417 1.794 -0.754 0.105
H 2.946 -1.889 0.916 0.116
H 4.467 -1.697 0.024 0.120
H 5.300 -0.150 1.819 0.068
H 4.828 -1.708 2.499 0.077
H 3.748 -0.314 2.654 0.063
H 1.849 -1.347 -1.830 0.105
H 0.206 -2.936 -2.808 0.110
H -2.003 -3.229 -1.738 0.126
H -4.338 -0.624 1.174 0.158
H -0.085 3.555 -0.325 0.065
H -1.150 4.126 -1.617 0.087
H -1.540 4.485 0.088 0.075
H -0.790 -0.565 1.392 0.119
```



Sorted by energy, starting with the most stable: (i), (ii).



(i)
A cluster of 2 separate species, CHClO3S in total. Source: OMol25; level of theory: ωB97M-V/def2-TZVPD.

Summary:
- Kohn-Sham gap (hartree) = 0.3492
- SMILES string = O=C=O.OSCl

XYZ file:
```
7
Properties=species:S:1:pos:R:3:lowdin_charge:R:1
O -0.273 -0.103 -2.652 0.209
C -0.548 -1.126 -2.222 -0.452
O -0.821 -2.150 -1.793 0.222
O -0.550 0.815 1.362 -0.532
S 1.024 0.756 0.924 0.419
Cl 1.956 0.143 2.623 0.093
H -0.788 1.665 1.758 0.041
```



(ii)
The molecule CHClO3S. Source: OMol25; level of theory: ωB97M-V/def2-TZVPD.

Summary:
- Kohn-Sham gap (hartree) = 0.2814

XYZ file:
```
7
Properties=species:S:1:pos:R:3:lowdin_charge:R:1
C 1.208 -0.473 0.152 -0.588
O 2.220 -1.122 -0.028 0.028
O -0.798 1.623 -0.229 -0.460
O 0.049 -0.918 0.136 -0.165
S -1.438 0.546 0.383 0.728
Cl -2.727 -0.293 -0.956 0.295
H 1.486 0.636 0.541 0.161
```



Sorted by energy, starting with the most stable: (i), (ii).



(i)
A cluster of 8 separate species, C6H29NO8 in total. Source: OMol25; level of theory: ωB97M-V/def2-TZVPD.

Summary:
- Kohn-Sham gap (hartree) = 0.3113
- SMILES string = CCN(C)CCCO.O.O.O.O.O.O.O

XYZ file:
```
44
Properties=species:S:1:pos:R:3:lowdin_charge:R:1
C -2.256 -1.524 -2.159 -0.067
C -1.307 -2.109 -1.069 -0.254
N 0.059 -1.640 -1.130 -0.260
C 0.854 -2.131 -2.250 -0.059
C 0.206 -0.259 -0.653 -0.189
C 0.621 0.767 -1.707 -0.163
C 1.477 1.854 -1.055 -0.190
O 0.608 2.495 -0.084 -0.113
H -3.263 -1.670 -1.776 0.067
H -2.187 -2.011 -3.128 0.067
H -2.084 -0.450 -2.226 0.061
H -1.431 -3.185 -1.144 0.115
H -1.694 -1.757 -0.113 0.092
H 0.701 -3.204 -2.226 0.096
H 1.896 -1.867 -2.075 0.084
H 0.570 -1.594 -3.162 0.079
H 1.012 -0.356 0.081 0.084
H -0.704 0.145 -0.230 0.105
H -0.199 1.250 -2.250 0.119
H 1.197 0.370 -2.550 0.105
H 2.190 1.415 -0.364 0.107
H 1.824 2.635 -1.728 0.121
H -0.278 2.700 -0.392 0.052
O -1.007 -1.129 2.846 -0.053
H -0.683 -1.242 1.937 0.004
H -1.850 -1.561 2.634 0.058
O 0.483 -3.319 1.160 -0.064
H 0.756 -2.486 0.733 -0.002
H 0.926 -3.061 1.985 0.045
O 1.863 3.495 2.344 -0.058
H 2.214 3.575 1.449 0.031
H 0.933 3.486 2.075 0.028
O -2.536 1.140 1.482 -0.050
H -3.239 1.529 1.993 0.046
H -2.209 0.543 2.174 0.019
O 3.327 -1.208 0.775 -0.046
H 2.865 -0.931 1.567 -0.003
H 3.174 -0.655 0.009 0.011
O -2.417 3.614 -0.127 -0.046
H -1.853 3.102 0.442 -0.021
H -3.108 2.933 -0.097 0.039
O 1.675 0.383 2.726 -0.050
H 1.004 0.695 2.112 0.012
H 1.868 1.221 3.170 0.042
```



(ii)
A cluster of 9 separate species, C6H29NO8 in total. Source: OMol25; level of theory: ωB97M-V/def2-TZVPD.

Summary:
- Kohn-Sham gap (hartree) = 0.3244
- SMILES string = C[C@@H]1CCCN1C.O.O.O.O.O.O.O.O

XYZ file:
```
44
Properties=species:S:1:pos:R:3:lowdin_charge:R:1
C 2.839 0.383 -2.182 -0.036
C 1.316 0.602 -2.176 -0.405
C 0.853 1.665 -3.155 -0.141
C -0.362 2.260 -2.440 -0.155
C -0.449 1.645 -1.029 -0.128
N 0.861 0.930 -0.853 -0.226
C 0.942 0.149 0.339 -0.100
H 3.330 1.186 -1.614 0.077
H 3.098 -0.498 -1.597 0.072
H 3.226 0.313 -3.188 0.075
H 0.804 -0.326 -2.528 0.143
H 1.630 2.422 -3.184 0.109
H 0.789 1.205 -4.140 0.118
H -1.274 2.130 -3.015 0.105
H -0.196 3.326 -2.400 0.099
H -0.532 2.499 -0.351 0.123
H -1.224 0.875 -1.014 0.102
H 0.342 -0.774 0.314 0.083
H 1.987 -0.147 0.540 0.094
H 0.745 0.742 1.230 0.086
O -3.068 -1.897 -2.440 -0.042
H -2.698 -2.312 -3.224 0.045
H -2.268 -1.692 -1.953 0.012
O 1.252 -0.685 3.471 -0.046
H 0.415 -0.224 3.414 0.009
H 1.395 -1.552 3.147 0.038
O 3.374 1.117 2.762 -0.098
H 3.083 1.869 2.217 -0.013
H 2.747 0.474 3.093 -0.030
O -3.111 -3.623 0.396 -0.044
H -2.369 -4.182 0.144 0.061
H -3.212 -3.024 -0.345 0.011
O -1.379 -0.741 3.428 -0.081
H -1.972 -1.475 3.170 -0.005
H -1.275 -0.853 4.380 0.060
O 2.657 2.680 0.648 -0.064
H 3.363 3.081 0.138 0.053
H 2.027 2.228 0.046 0.014
O -3.300 -2.611 2.864 -0.088
H -3.803 -2.181 2.157 0.031
H -2.687 -3.020 2.203 0.036
O -2.855 -0.926 0.751 -0.046
H -1.895 -0.932 0.842 0.027
H -3.148 -0.103 1.136 0.065
```



Sorted by energy, starting with the most stable: (ii), (i).